Run P
Entry from the Open Molecules 2025 dataset: an isolated molecule of C3H9NS (ωB97M-V/def2-TZVPD).

Geometry as ORCA input:
```
! RIJCOSX wB97M-V def2-TZVPD def2/J DEFGRID3
* xyz 0 1
N -0.86 0.99 -0.91
C -0.40 -0.41 -0.97
C -0.05 -0.94 0.43
C 0.70 0.02 1.31
S 2.12 0.73 0.53
H -1.78 1.04 -0.44
H -0.99 1.48 -1.82
H 0.51 -0.55 -1.48
H -1.14 -1.12 -1.47
H 0.47 -1.89 0.33
H -0.95 -1.15 1.00
H 1.00 -0.43 2.25
H 0.00 0.83 1.59
H 1.37 1.40 -0.36
*
```

Computed properties:
Frontier orbital gap = 9.626 eV
LUMO energy = 0.968 eV

Run Q
Entry from the Open Molecules 2025 dataset: a cluster of 2 separate species, C3H9NS in total (ωB97M-V/def2-TZVPD).

Geometry as ORCA input:
```
! RIJCOSX wB97M-V def2-TZVPD def2/J DEFGRID3
* xyz 0 1
C -1.43 0.31 0.30
C 0.04 -0.14 -0.01
C 0.87 0.89 -0.62
S 2.60 0.44 -0.24
N 0.04 -1.36 -0.71
H -1.46 0.73 1.31
H -2.02 -0.59 0.29
H -1.69 1.09 -0.39
H 0.47 -0.40 1.01
H 0.51 1.05 -1.66
H 0.63 1.86 -0.13
H 0.71 -0.15 1.91
H -0.27 -2.13 -0.12
H 1.01 -1.61 -0.95
*
```

Computed properties:
Frontier orbital gap = 5.391 eV
LUMO energy = -2.118 eV

Run R
Entry from the Open Molecules 2025 dataset: a cluster of 2 separate species, C3H9NS in total (ωB97M-V/def2-TZVPD).

Geometry as ORCA input:
```
! RIJCOSX wB97M-V def2-TZVPD def2/J DEFGRID3
* xyz 0 1
C -3.00 -1.10 3.80
N -2.66 -1.39 4.98
H -2.43 -0.36 3.24
H -3.82 -1.61 3.28
H -3.24 -2.13 5.38
C 1.74 1.81 -1.19
S 0.97 0.27 -1.73
C 1.78 0.12 -3.34
H 2.44 1.60 -0.39
H 2.26 2.27 -2.02
H 1.00 2.54 -0.85
H 1.40 0.87 -4.03
H 1.49 -0.83 -3.79
H 2.85 0.20 -3.22
*
```

Computed properties:
Frontier orbital gap = 9.354 eV
LUMO energy = 0.851 eV

Run S
Entry from the Open Molecules 2025 dataset: a structure of composition C3H9NS (ωB97M-V/def2-TZVPD).

Geometry as ORCA input:
```
! RIJCOSX wB97M-V def2-TZVPD def2/J DEFGRID3
* xyz 0 1
C -1.40 -0.23 0.74
C -0.66 1.10 0.21
C 0.87 0.91 -0.32
H -2.35 0.10 -1.34
H -3.25 -1.05 -0.09
H -0.43 -0.88 0.85
H -2.27 -0.07 1.61
H -0.83 2.00 1.07
H -1.42 1.51 -0.74
H 1.37 1.89 -0.33
H 0.44 0.85 -1.49
H 0.90 -1.33 -0.46
N -2.04 -0.77 -0.59
S 1.83 -0.52 0.08
*
```

Computed properties:
Frontier orbital gap = 9.777 eV
LUMO energy = 0.731 eV

Which structure is most stable? run P, by 0.858 eV over the runner-up.

Run P
Entry from the Open Molecules 2025 dataset: an isolated molecule of C2H3IO (ωB97M-V/def2-TZVPD).

Geometry as ORCA input:
```
! RIJCOSX wB97M-V def2-TZVPD def2/J DEFGRID3
* xyz 0 1
I 1.57 1.81 -0.46
C -0.23 0.60 -0.30
C -0.02 -0.73 0.31
O -0.69 0.32 0.95
H -1.02 0.83 -1.14
H -0.57 -1.68 0.00
H 0.95 -1.15 0.63
*
```

Computed properties:
Frontier orbital gap = 9.907 eV
LUMO energy = 0.345 eV

Run Q
Entry from the Open Molecules 2025 dataset: an isolated molecule of C2H3IO (ωB97M-V/def2-TZVPD).

Geometry as ORCA input:
```
! RIJCOSX wB97M-V def2-TZVPD def2/J DEFGRID3
* xyz 0 1
C 0.25 -0.20 0.13
C 0.59 -0.45 1.52
O -0.35 -1.32 2.51
I 2.12 0.26 2.60
H 0.67 -1.00 -0.50
H 0.72 0.85 -0.27
H -0.89 -0.35 0.01
*
```

Computed properties:
Frontier orbital gap = 8.603 eV
LUMO energy = -0.902 eV

Which structure is most stable? run P, by 1.863 eV over the runner-up.

Run P
Entry from the Open Molecules 2025 dataset: a cluster of 2 separate species, C4H11N5 in total (ωB97M-V/def2-TZVPD).

Geometry as ORCA input:
```
! RIJCOSX wB97M-V def2-TZVPD def2/J DEFGRID3
* xyz 2 1
C -0.37 -0.62 -1.99
C -0.49 -0.06 -0.87
C -0.33 1.79 1.92
C -0.12 -1.38 -3.02
N -0.74 0.03 0.31
N -0.12 0.76 1.22
N 0.49 2.19 2.94
N 1.43 -3.23 -1.23
N -1.49 2.75 1.64
H 0.60 -0.88 -3.64
H -0.76 -2.11 -3.48
H 2.49 -3.17 -1.22
H 1.06 1.45 3.21
H 0.91 3.03 2.91
H 1.09 -4.13 -1.58
H 0.75 -2.43 -1.88
H 0.96 -3.03 -0.28
H -1.22 3.84 1.54
H -1.97 2.82 2.58
H -2.18 2.38 0.91
*
```

Computed properties:
Frontier orbital gap = 8.188 eV
LUMO energy = -7.817 eV

Run Q
Entry from the Open Molecules 2025 dataset: a cluster of 2 separate species, C4H11N5 in total (ωB97M-V/def2-TZVPD).

Geometry as ORCA input:
```
! RIJCOSX wB97M-V def2-TZVPD def2/J DEFGRID3
* xyz 2 1
C -2.81 -0.74 -0.10
C -1.07 0.69 -0.46
C 0.28 0.75 0.18
C 0.85 -1.56 -0.29
N 0.46 1.96 0.88
N -1.46 1.64 -1.21
N 2.00 -0.32 1.21
N -2.99 -1.19 0.99
N 1.07 -0.27 0.31
H -3.38 -0.65 -0.97
H 0.52 -1.53 -1.35
H 1.65 -2.14 -0.40
H 0.01 -2.14 0.18
H 1.33 2.40 1.12
H -2.29 1.70 -1.89
H -0.72 2.25 -1.50
H 2.23 0.53 1.72
H 2.55 -1.14 1.17
H -2.56 -1.00 1.86
H -0.32 2.57 0.78
*
```

Computed properties:
Frontier orbital gap (spin up / spin down) = 8.037 / 8.036 eV
LUMO energy (spin up / spin down) = -9.091 / -9.091 eV

Which structure is most stable? run P, by 0.316 eV over the runner-up.

Run P
Entry from the Open Molecules 2025 dataset: the ion C8H14NS with charge +1 (ωB97M-V/def2-TZVPD).

Geometry as ORCA input:
```
! RIJCOSX wB97M-V def2-TZVPD def2/J DEFGRID3
* xyz 1 1
C -1.60 -4.18 -0.42
C -1.48 -2.79 -0.02
S -2.80 -2.19 0.98
C -0.35 -2.14 -0.37
C -0.01 -0.82 -0.08
C 0.44 0.29 0.11
N 0.81 1.67 0.17
C 1.88 1.94 1.20
C -0.43 2.52 0.41
C 1.37 2.08 -1.14
H -2.28 -4.29 -1.35
H -0.55 -4.54 -0.84
H -1.93 -4.85 0.37
H -2.26 -0.95 0.89
H 0.35 -2.64 -1.16
H 1.38 2.32 2.22
H 2.50 1.03 1.43
H 2.55 2.70 0.81
H -0.22 3.54 -0.16
H -1.39 1.98 0.02
H -0.52 2.76 1.53
H 1.13 1.28 -1.84
H 0.97 3.07 -1.61
H 2.45 2.20 -1.16
*
```

Computed properties:
Frontier orbital gap = 8.996 eV
LUMO energy = -2.813 eV

Run Q
Entry from the Open Molecules 2025 dataset: the ion C8H14NS with charge +1 (ωB97M-V/def2-TZVPD).

Geometry as ORCA input:
```
! RIJCOSX wB97M-V def2-TZVPD def2/J DEFGRID3
* xyz 1 1
C -1.41 1.20 -1.12
N -1.17 0.19 -0.02
C -2.29 0.28 0.99
S -1.21 -1.49 -0.65
C 0.26 -2.05 0.24
C 0.97 -0.91 0.87
C 2.23 -0.26 0.30
C 2.00 -0.02 -1.19
C 1.47 0.91 -0.23
C 0.24 0.43 0.65
H -0.80 1.08 -2.05
H -2.38 1.02 -1.50
H -1.16 2.18 -0.80
H -3.28 -0.10 0.61
H -1.96 -0.12 1.96
H -2.44 1.33 1.12
H 0.85 -2.67 -0.41
H -0.07 -2.53 1.08
H 1.11 -1.36 1.94
H 3.20 -0.25 0.70
H 2.89 0.45 -1.71
H 1.31 -0.59 -1.82
H 1.54 2.03 -0.35
H 0.09 1.26 1.40
*
```

Computed properties:
Frontier orbital gap = 10.348 eV
LUMO energy = -3.143 eV

Which structure is most stable? run Q, by 1.199 eV over the runner-up.

Run P
Entry from the Open Molecules 2025 dataset: a cluster of 3 separate species, C4H15NO2 in total (ωB97M-V/def2-TZVPD).

Geometry as ORCA input:
```
! RIJCOSX wB97M-V def2-TZVPD def2/J DEFGRID3
* xyz 0 1
C -1.52 -1.82 -1.06
C -0.15 -1.41 -1.58
N 0.27 -0.15 -0.88
C 0.67 -0.28 0.52
C 1.46 0.46 -1.65
H -1.48 -2.49 -0.21
H -2.11 -1.03 -0.61
H -2.03 -2.32 -1.85
H -0.26 -1.14 -2.65
H 0.57 -2.21 -1.44
H 1.71 -0.57 0.82
H 0.20 -1.17 0.97
H 0.19 0.54 1.04
H 2.05 -0.34 -2.08
H 1.14 1.20 -2.40
H 2.17 0.88 -0.94
O -0.21 -2.78 3.94
H 0.73 -2.70 3.76
H -0.47 -3.69 4.13
O -0.42 5.61 -0.19
H -0.47 6.56 -0.04
H -1.30 5.32 0.09
*
```

Computed properties:
Frontier orbital gap = 9.254 eV
LUMO energy = 0.826 eV

Run Q
Entry from the Open Molecules 2025 dataset: a cluster of 3 separate species, C4H15NO2 in total (ωB97M-V/def2-TZVPD).

Geometry as ORCA input:
```
! RIJCOSX wB97M-V def2-TZVPD def2/J DEFGRID3
* xyz 0 1
C 1.61 -1.76 2.04
N 0.17 -1.87 1.94
C -0.38 -1.69 0.59
C 0.32 -2.54 -0.48
C -0.39 -0.20 0.18
H 2.19 -2.59 1.63
H 1.91 -1.62 3.06
H 1.95 -0.83 1.56
H -0.18 -2.72 2.34
H -1.39 -2.01 0.65
H -0.18 -2.51 -1.44
H 0.42 -3.57 -0.14
H 1.34 -2.18 -0.63
H -0.34 -0.08 -0.90
H 0.34 0.45 0.66
H -1.34 0.21 0.53
O -0.89 4.25 -0.45
H -1.32 4.70 -1.18
H -1.43 4.36 0.34
O -1.02 4.37 -3.36
H -1.26 3.62 -3.91
H -0.14 4.21 -3.04
*
```

Computed properties:
Frontier orbital gap = 9.372 eV
LUMO energy = 0.792 eV

Which structure is most stable? run Q, by 1.093 eV over the runner-up.

Run P
Entry from the Open Molecules 2025 dataset: a cluster of 2 separate species, C4H7ClN2 in total (ωB97M-V/def2-TZVPD).

Geometry as ORCA input:
```
! RIJCOSX wB97M-V def2-TZVPD def2/J DEFGRID3
* xyz 0 1
H 0.93 1.29 0.52
N 0.65 0.63 -0.19
C 1.27 -0.47 -0.25
C 0.96 -1.61 -1.22
C 2.06 -0.78 0.90
N 2.81 -1.00 1.76
H 1.87 -2.24 -1.40
H 0.62 -1.18 -2.11
H 0.12 -2.23 -0.82
C -2.19 1.55 0.63
Cl -3.63 0.98 -0.25
H -2.23 1.18 1.64
H -1.23 1.23 0.18
H -2.01 2.66 0.60
*
```

Computed properties:
Frontier orbital gap = 10.223 eV
LUMO energy = -0.226 eV

Run Q
Entry from the Open Molecules 2025 dataset: an isolated molecule of C4H7ClN2 (ωB97M-V/def2-TZVPD).

Geometry as ORCA input:
```
! RIJCOSX wB97M-V def2-TZVPD def2/J DEFGRID3
* xyz 0 1
C 1.83 -1.09 -0.06
C -0.60 -0.71 0.29
C 2.21 0.23 -0.04
C -2.06 1.09 -0.28
N 0.53 -1.55 0.09
N -0.74 0.63 0.18
Cl 3.96 0.63 -0.32
H 2.51 -1.82 -0.21
H -1.52 -1.22 -0.16
H -0.67 -0.91 1.33
H 1.58 0.94 0.42
H -1.87 1.61 -1.18
H -2.84 0.25 -0.47
H -2.33 1.93 0.42
*
```

Computed properties:
Frontier orbital gap (spin up / spin down) = 8.290 / 8.272 eV
LUMO energy (spin up / spin down) = -0.378 / -0.992 eV

Which structure is most stable? run P, by 3.317 eV over the runner-up.